(1)
C5H7NO2 as an isolated structure. Source: the Open Molecules 2025 dataset; level of theory: the ωB97M-V functional and the def2-TZVPD basis.

Summary:
Energy above the lowest of the compared OMol25 structures with the same formula, charge and spin   122.58 kcal/mol
Total energy   -10878.3017 eV
Gap between HOMO and LUMO (alpha / beta)   0.2770 / 0.2772 hartree
2S+1   1

Element x y z (Å)
C  0.11  0.48  0.53
C  -0.99  1.77  0.46
C  -0.57  -1.08  0.02
C  0.87  0.15  -0.54
N  -0.15  -2.07  0.85
C  1.52  0.12  -1.67
O  -0.21  2.67  0.97
O  -1.51  -1.11  -0.71
H  0.53  0.37  1.52
H  0.65  -1.97  1.44
H  -0.76  -2.87  0.98
H  -1.26  1.85  -0.61
H  -1.86  1.43  1.04
H  1.94  1.05  -2.06
H  1.68  -0.78  -2.23


(2)
One molecule with the formula C2H4N4. Source: the Open Molecules 2025 dataset; level of theory: the ωB97M-V functional and the def2-TZVPD basis.

Summary:
SMILES   [H]/N=N/N1C=C1N
Energy above the lowest of the compared OMol25 structures with the same formula, charge and spin   116.56 kcal/mol
Total energy   -8094.2597 eV
Gap between HOMO and LUMO   0.3402 hartree
2S+1   1

Element x y z (Å)
N  0.89  0.18  -1.38
C  0.14  -0.51  -0.49
C  -0.29  -1.51  0.20
N  -1.20  -0.34  0.11
N  -1.18  0.54  1.22
N  -0.25  1.35  1.10
H  1.14  1.12  -1.10
H  1.49  -0.30  -2.02
H  -0.40  -2.54  0.47
H  -0.33  2.01  1.88


(3)
C17H20Cl3IrNO4S as an isolated structure. Source: the Open Molecules 2025 dataset; level of theory: the ωB97M-V functional and the def2-TZVPD basis.

Summary:
Charge   -2
⟨S²⟩   8.781
Energy above the lowest of the compared OMol25 structures with the same formula, charge and spin   43.90 kcal/mol
Total energy   -78871.2751 eV
Gap between HOMO and LUMO (alpha / beta)   0.0767 / 0.1527 hartree
2S+1   6

Element x y z (Å)
C  -0.63  0.49  -2.26
C  -0.84  1.97  -2.10
C  -2.19  2.12  -1.55
C  -0.24  3.02  -2.97
C  -2.81  0.89  -1.39
C  -1.95  -0.14  -1.88
C  -2.18  -1.45  -2.14
C  -0.07  -0.05  -3.52
C  -2.77  3.44  -1.31
C  -4.15  0.71  -0.79
Ir  0.45  1.32  -0.68
Cl  0.97  3.19  0.29
Cl  2.34  0.96  -1.94
Cl  -0.91  0.25  0.81
H  0.45  2.62  -3.71
H  0.29  3.66  -2.26
H  -0.96  3.60  -3.53
H  -1.94  4.08  -1.02
H  -3.53  3.39  -0.52
H  -3.23  3.91  -2.19
H  -4.25  1.26  0.16
H  -4.39  -0.34  -0.58
H  -4.91  1.07  -1.49
H  -3.09  -1.94  -1.81
H  -0.74  -2.58  -0.99
H  -1.47  -2.05  -2.71
H  0.84  0.44  -3.83
H  -0.84  0.08  -4.29
H  0.15  -1.11  -3.40
O  0.01  -3.17  -0.73
H  0.61  -2.49  -0.27
O  1.12  -4.32  2.35
S  0.78  -2.98  2.73
O  -0.42  -2.80  3.51
N  0.84  -1.88  1.53
C  1.76  -0.89  1.57
O  1.88  0.10  0.80
C  2.64  -1.15  2.74
C  3.75  -0.42  3.15
C  4.39  -0.79  4.34
C  3.95  -1.86  5.13
C  2.83  -2.60  4.70
C  2.20  -2.21  3.53
H  4.05  0.42  2.53
H  5.26  -0.22  4.66
H  4.46  -2.10  6.06
H  2.48  -3.46  5.28


(4)
A 2-piece molecular cluster, C4H10O2 overall. Source: the Open Molecules 2025 dataset; level of theory: the ωB97M-V functional and the def2-TZVPD basis.

Summary:
SMILES   CC=O.CCO
Energy above the lowest of the compared OMol25 structures with the same formula, charge and spin   60.55 kcal/mol
Total energy   -8402.9212 eV
Gap between HOMO and LUMO   0.3971 hartree
2S+1   1

Element x y z (Å)
C  1.50  0.18  0.54
O  2.22  1.33  0.97
C  1.39  0.10  -0.96
H  2.04  -0.77  0.73
H  0.51  0.11  1.11
H  3.01  1.19  1.50
H  2.59  0.29  -1.26
H  1.05  -0.85  -1.46
H  0.76  1.00  -1.32
O  -1.41  -1.65  1.02
C  -1.57  -0.96  -0.01
C  -2.61  0.16  0.02
H  -1.00  -1.13  -0.92
H  -1.98  0.78  0.57
H  -3.56  -0.23  0.49
H  -2.94  0.44  -1.04


(5)
One molecule with the formula CH2N2O4. Source: the Open Molecules 2025 dataset; level of theory: the ωB97M-V functional and the def2-TZVPD basis.

Summary:
SMILES   O=C(NO)[N+](=O)[O-]
Energy above the lowest of the compared OMol25 structures with the same formula, charge and spin   52.87 kcal/mol
Total energy   -12234.3578 eV
Gap between HOMO and LUMO   0.3816 hartree
2S+1   1

Element x y z (Å)
C  -0.14  -0.21  0.45
N  0.77  0.08  -0.46
N  -1.64  0.33  -0.09
O  -0.01  -0.77  1.49
O  -1.53  1.24  -0.90
O  -2.64  -0.13  0.42
O  2.19  -0.20  -0.22
H  0.55  0.30  -1.37
H  2.45  -0.63  0.68


(6)
A 3-piece molecular cluster, C3H9N3O6 overall. Source: the Open Molecules 2025 dataset; level of theory: the ωB97M-V functional and the def2-TZVPD basis.

Summary:
SMILES   C[N+](=O)[O-].C[N+](=O)[O-].C[N+](=O)[O-]
Energy above the lowest of the compared OMol25 structures with the same formula, charge and spin   16.77 kcal/mol
Total energy   -20003.0837 eV
Gap between HOMO and LUMO   0.4107 hartree
2S+1   1

Element x y z (Å)
C  0.93  -0.35  -2.39
N  0.36  -0.89  -1.07
O  -0.85  -0.88  -0.92
O  1.14  -1.34  -0.25
H  0.19  -0.65  -3.13
H  1.89  -0.80  -2.63
H  1.04  0.73  -2.27
C  -6.85  -0.95  -0.65
N  -8.20  -0.70  0.03
O  -8.62  0.47  0.19
O  -8.81  -1.70  0.32
H  -6.21  -1.40  0.10
H  -6.47  0.04  -0.91
H  -7.05  -1.60  -1.50
C  7.38  1.57  2.14
N  5.97  1.11  2.08
O  5.25  1.53  1.15
O  5.59  0.45  3.01
H  8.16  0.86  2.43
H  7.45  2.30  2.95
H  7.68  2.21  1.31


(7)
C12H14CeFIN2 as an isolated structure. Source: the Open Molecules 2025 dataset; level of theory: the ωB97M-V functional and the def2-TZVPD basis.

Summary:
Charge   +2
Energy above the lowest of the compared OMol25 structures with the same formula, charge and spin   100.25 kcal/mol
Total energy   -39376.3548 eV
Gap between HOMO and LUMO (alpha / beta)   0.1199 / 0.1168 hartree
2S+1   1

Element x y z (Å)
C  -2.94  -3.57  -0.15
C  -1.23  -1.02  2.34
H  -3.85  -3.22  -0.70
H  -3.08  -3.30  0.96
H  -2.63  -4.65  -0.17
H  -1.45  0.03  2.55
H  -2.11  -1.63  2.68
H  -0.37  -1.55  2.70
C  0.09  -0.30  -2.88
C  0.59  0.59  -3.84
C  1.08  1.82  -3.42
C  1.09  2.07  -2.05
H  -0.36  -1.26  -3.21
H  0.57  0.33  -4.90
H  1.45  2.59  -4.10
H  1.49  3.01  -1.66
N  0.08  -0.05  -1.56
C  0.65  1.10  -1.12
C  0.95  1.32  0.32
N  0.66  0.32  1.21
C  0.95  0.51  2.51
C  1.91  2.66  2.17
C  1.51  1.66  3.05
H  0.65  -0.07  3.38
H  1.56  1.61  4.14
C  1.63  2.48  0.80
H  2.00  3.22  0.08
H  2.44  3.52  2.58
Ce  -1.47  -1.95  0.32
I  -1.99  -2.96  -2.76
F  0.14  -3.29  0.75


(8)
A 4-piece molecular cluster, C26H57F2O17PS overall. Source: the Open Molecules 2025 dataset; level of theory: the ωB97M-V functional and the def2-TZVPD basis.

Summary:
SMILES   CC[C@@H](F)[C@](F)(CCCS(=O)(=O)O)OC(=O)P(=O)(O)O.COCCOCCOC.COCCOCCOC.COCCOCCOC
Total energy   -88249.6912 eV
Gap between HOMO and LUMO   0.3180 hartree
2S+1   1

Element x y z (Å)
C  -3.51  -3.55  3.58
C  -3.97  -4.45  2.43
C  -2.84  -5.06  1.62
F  -3.16  -6.36  1.26
C  -2.52  -4.34  0.30
F  -3.52  -4.64  -0.57
C  -1.18  -4.71  -0.34
C  0.05  -3.96  0.18
C  0.55  -4.48  1.53
S  2.03  -3.64  2.12
O  1.91  -3.49  3.53
O  2.30  -2.53  1.27
O  3.18  -4.72  1.91
O  -2.59  -2.94  0.62
C  -2.38  -2.02  -0.37
O  -2.55  -2.21  -1.53
P  -1.67  -0.44  0.26
O  -0.37  -0.18  -0.36
O  -2.82  0.60  -0.07
O  -1.68  -0.60  1.84
H  -4.17  -3.65  4.44
H  -2.50  -3.81  3.91
H  -3.50  -2.50  3.29
H  -4.55  -5.30  2.81
H  -4.64  -3.90  1.76
H  -1.92  -5.15  2.21
H  -1.06  -5.79  -0.16
H  -1.28  -4.57  -1.41
H  0.85  -4.06  -0.56
H  -0.11  -2.89  0.26
H  0.76  -5.55  1.50
H  -0.14  -4.27  2.35
H  3.37  -4.82  0.97
H  -2.48  1.49  -0.20
H  -1.99  -1.46  2.16
C  -4.83  -0.61  -3.27
O  -4.19  -0.20  -4.45
C  -2.96  -0.84  -4.73
C  -2.85  -1.26  -6.18
O  -3.72  -2.30  -6.57
C  -5.09  -2.03  -6.75
C  -5.45  -1.26  -8.00
O  -5.00  0.08  -7.95
C  -4.36  0.54  -9.11
H  -4.47  -0.06  -2.40
H  -5.90  -0.41  -3.39
H  -4.70  -1.68  -3.08
H  -2.82  -1.71  -4.08
H  -2.14  -0.14  -4.53
H  -1.85  -1.67  -6.30
H  -2.93  -0.39  -6.84
H  -5.53  -1.56  -5.86
H  -5.55  -3.02  -6.86
H  -6.54  -1.26  -8.09
H  -5.04  -1.77  -8.87
H  -3.72  -0.23  -9.56
H  -3.73  1.39  -8.83
H  -5.08  0.88  -9.87
C  2.69  0.04  3.37
O  2.32  1.40  3.55
C  0.97  1.68  3.26
C  0.32  2.55  4.32
O  0.14  1.92  5.58
C  1.26  1.70  6.41
C  1.83  2.93  7.08
O  2.44  3.81  6.16
C  2.12  5.17  6.31
H  2.97  -0.17  2.34
H  3.55  -0.15  4.02
H  1.89  -0.64  3.66
H  0.39  0.76  3.14
H  0.91  2.24  2.31
H  -0.69  2.76  3.97
H  0.85  3.50  4.42
H  2.05  1.15  5.89
H  0.88  1.06  7.22
H  2.58  2.59  7.81
H  1.03  3.45  7.63
H  1.06  5.30  6.57
H  2.31  5.66  5.36
H  2.73  5.65  7.08
C  5.65  6.25  -2.24
O  5.30  4.89  -2.17
C  6.37  4.00  -1.92
C  6.04  2.96  -0.87
O  5.89  3.47  0.44
C  4.71  4.19  0.78
C  3.47  3.34  0.95
O  3.02  2.78  -0.28
C  2.69  1.41  -0.21
H  6.02  6.53  -3.23
H  4.76  6.83  -2.01
H  6.42  6.50  -1.50
H  7.27  4.55  -1.62
H  6.61  3.45  -2.85
H  6.90  2.30  -0.81
H  5.18  2.36  -1.17
H  4.53  5.01  0.09
H  4.92  4.62  1.76
H  2.68  3.99  1.35
H  3.65  2.56  1.69
H  3.39  0.87  0.44
H  2.78  1.00  -1.22
H  1.67  1.25  0.14


Q: Which max |F| values were calculated for the entries above? A: 1.175 0.672 4.429 4.088 4.522 2.573 7.441 0.288, in eV Å⁻¹.